1.
{
  "formula": "C43H35N11Pb",
  "method": "wB97M-V/def2-TZVPD",
  "symbols": ["Pb", "C", "C", "C", "C", "C", "N", "C", "N", "C", "C", "C", "C", "C", "C", "C", "C", "N", "C", "N", "C", "N", "C", "N", "C", "N", "C", "C", "C", "C", "C", "C", "C", "C", "C", "C", "C", "C", "N", "C", "C", "H", "H", "H", "H", "H", "H", "H", "H", "H", "H", "H", "H", "H", "H", "H", "H", "C", "C", "N", "C", "C", "C", "C", "N", "H", "H", "H", "H", "H", "H", "H", "H", "H", "H", "H", "H", "H", "H", "C", "C", "C", "N", "C", "C", "H", "H", "H", "H", "H"],
  "coordinates": [[1.9989, -1.1274, -0.1148], [-1.7030, -6.9252, 0.6749], [-1.6650, -6.9502, -0.7201], [-1.1125, -5.9080, -1.4384], [-0.5530, -4.8559, -0.7285], [0.1023, -3.6341, -1.1362], [0.4964, -2.9427, -0.0559], [0.0764, -3.5992, 1.0698], [0.1689, -3.2151, 2.3197], [0.6127, -2.0692, 2.7735], [0.5432, -1.6752, 4.1576], [0.2274, -2.3663, 5.3203], [0.3560, -1.7072, 6.5257], [0.7586, -0.3690, 6.5842], [1.0517, 0.3404, 5.4375], [0.9763, -0.3253, 4.2165], [1.3533, 0.0088, 2.8734], [1.9832, 1.1815, 2.5150], [2.1155, 2.0868, 0.6142], [1.5375, 1.2099, -0.3753], [1.6231, 1.7456, -1.5751], [1.2995, 1.2735, -2.7693], [0.9663, 0.0333, -3.0353], [0.9876, -1.0297, -2.2165], [0.5042, -2.1262, -2.8820], [0.1742, -3.2929, -2.4218], [0.2680, -1.7583, -4.2719], [-0.1627, -2.4861, -5.3623], [-0.2573, -1.8269, -6.5774], [0.0604, -0.4777, -6.6907], [0.4521, 0.2663, -5.5867], [0.5510, -0.3877, -4.3733], [2.2433, 3.0662, -1.4969], [2.4960, 3.9688, -2.5111], [3.1641, 5.1344, -2.1820], [3.5487, 5.3655, -0.8704], [3.2892, 4.4527, 0.1455], [2.6306, 3.2755, -0.1683], [1.1540, -1.0186, 2.0610], [-0.5801, -4.8312, 0.6798], [-1.1775, -5.8644, 1.3885], [-2.1551, -7.7532, 1.2032], [-2.0898, -7.7967, -1.2406], [-1.1180, -5.9000, -2.5167], [-0.0877, -3.3966, 5.2635], [0.1519, -2.2338, 7.4464], [0.8377, 0.1170, 7.5464], [1.3426, 1.3797, 5.4774], [-0.3915, -3.5336, -5.2570], [-0.5734, -2.3715, -7.4548], [0.0060, -0.0079, -7.6618], [0.6824, 1.3169, -5.6628], [2.1630, 3.7495, -3.5129], [3.3831, 5.8709, -2.9390], [4.0591, 6.2832, -0.6161], [3.6083, 4.6960, 1.1437], [-1.2217, -5.8301, 2.4650], [-2.8539, 2.7249, 1.1040], [-3.4499, 1.3154, 1.1362], [-3.4588, 0.6612, -0.1548], [-4.6422, 0.8187, -0.9719], [-4.6135, 2.0569, -1.8748], [-2.3288, 0.0195, -0.6118], [-2.4261, -0.6637, -1.9463], [-1.2182, -0.0820, -0.0100], [-2.7540, 3.1100, 2.1163], [-3.4908, 3.4004, 0.5399], [-1.8747, 2.7078, 0.6299], [-4.4798, 1.3626, 1.5024], [-2.8854, 0.6937, 1.8407], [-5.5112, 0.8773, -0.3079], [-4.7690, -0.0705, -1.5910], [-4.7697, 2.9659, -1.3001], [-5.4007, 1.9847, -2.6214], [-3.6568, 2.1333, -2.3855], [-3.1790, -1.4495, -1.9261], [-1.4647, -1.1182, -2.1434], [-2.6594, 0.0351, -2.7466], [-1.1425, 0.3650, 0.8952], [2.9941, 3.6878, 3.1205], [4.1461, 2.8649, 2.7782], [4.1484, 1.7880, 1.9870], [2.9843, 1.1762, 1.4536], [1.2940, 2.3372, 1.9137], [1.7354, 3.5354, 2.6881], [3.2218, 4.5478, 3.7344], [5.1003, 3.2011, 3.1627], [5.0647, 1.2730, 1.7304], [0.2104, 2.2564, 1.8300], [0.9732, 4.2546, 2.9476]],
  "homo_ev": [-6.29, -6.01],
  "lumo_ev": [-1.2, -1.3],
  "orbital_gap_ev": [5.053, 4.726]
}

2.
{
  "formula": "C43H35O6P2S2SiTi",
  "method": "wB97M-V/def2-TZVPD",
  "symbols": ["Ti", "C", "Si", "C", "C", "C", "C", "C", "C", "P", "C", "C", "C", "C", "C", "C", "C", "C", "C", "C", "C", "C", "C", "C", "C", "C", "C", "C", "P", "C", "C", "C", "C", "C", "C", "C", "C", "C", "C", "C", "C", "H", "H", "H", "H", "H", "H", "H", "H", "H", "H", "H", "H", "H", "H", "H", "H", "H", "H", "H", "H", "H", "H", "H", "H", "H", "H", "H", "H", "H", "H", "H", "O", "S", "O", "O", "C", "C", "C", "C", "C", "C", "S", "O", "O", "O", "H", "H", "H", "H"],
  "coordinates": [[0.1668, 0.0839, 1.2417], [2.4438, -2.1694, -0.3119], [0.8478, -1.2462, -0.7670], [-0.5410, -2.4449, -1.0318], [-0.2286, -3.7224, -1.5222], [-1.1683, -4.6563, -2.0206], [-2.4681, -4.1936, -2.1657], [-2.7880, -2.8973, -1.7092], [-1.8762, -2.0541, -1.1304], [-2.5739, -0.4805, -0.4998], [-3.7076, -0.7609, 0.7954], [-4.3831, 0.3750, 1.2933], [-5.1047, 0.3078, 2.4939], [-5.2451, -0.8462, 3.1944], [-4.4507, -1.9619, 2.8346], [-3.7086, -1.9260, 1.6404], [-3.3164, 0.4755, -1.7874], [-2.5424, 1.1492, -2.7244], [-3.1923, 1.7109, -3.8238], [-4.5947, 1.5976, -3.9072], [-5.3599, 0.8315, -3.0160], [-4.7128, 0.2500, -1.9441], [0.9513, -0.2013, -2.3321], [0.7102, -0.5481, -3.6469], [0.7021, 0.3941, -4.6402], [0.9055, 1.7136, -4.3445], [1.2370, 2.0982, -3.0700], [1.2558, 1.1436, -2.0483], [1.5614, 1.6048, -0.3855], [3.3976, 1.6070, -0.2601], [4.1069, 1.2319, -1.3588], [5.5009, 0.9967, -1.1844], [6.1409, 1.2252, 0.0404], [5.3909, 1.6366, 1.1532], [4.0209, 1.8796, 0.9781], [1.0184, 3.3377, -0.1591], [1.8194, 4.3923, 0.2473], [1.2492, 5.6546, 0.4132], [-0.0905, 5.8484, 0.2883], [-0.9312, 4.8010, -0.0087], [-0.3686, 3.5610, -0.2294], [3.1587, -2.3162, -1.1695], [2.2597, -3.1805, 0.0833], [3.0056, -1.6783, 0.4785], [0.8016, -4.1408, -1.4524], [-0.8998, -5.6700, -2.3134], [-3.3025, -4.7173, -2.6285], [-3.7840, -2.4749, -1.7656], [-4.2617, 1.3493, 0.7188], [-5.6481, 1.1773, 2.8601], [-5.8896, -1.0523, 4.1152], [-4.3817, -2.8044, 3.4433], [-3.0905, -2.7495, 1.3817], [-1.4997, 1.4318, -2.5451], [-2.6038, 2.2143, -4.5763], [-5.1284, 1.9463, -4.8096], [-6.3841, 0.6649, -3.1862], [-5.1980, -0.4046, -1.2479], [0.4523, -1.5635, -3.9739], [0.4859, 0.1006, -5.6819], [0.8650, 2.3488, -5.2129], [1.4691, 3.1167, -2.9729], [3.5897, 0.9887, -2.2904], [6.1077, 0.7767, -2.0326], [7.2160, 1.0439, 0.0955], [5.9055, 1.7222, 2.0750], [3.4834, 2.2272, 1.8019], [2.9792, 4.2903, 0.3194], [1.8287, 6.4931, 0.8114], [-0.5834, 6.8158, 0.5148], [-2.0568, 4.8118, 0.0112], [-1.0476, 2.6756, -0.4330], [-0.5463, -0.4038, 3.1428], [-0.3018, -1.8773, 3.1934], [-1.2742, -2.7166, 3.8118], [-0.0864, -2.0987, 1.7577], [1.2953, -2.1830, 3.8994], [1.5587, -3.4760, 4.2732], [2.8826, -3.9002, 4.5585], [3.8619, -2.9580, 4.5459], [3.5575, -1.6467, 4.2828], [2.3164, -1.2610, 3.9268], [2.0949, 0.5589, 3.6370], [3.4321, 1.1681, 3.7178], [-1.4266, 0.3332, 0.0867], [1.7652, 0.4545, 2.1144], [0.7569, -4.1906, 4.2871], [2.9919, -4.9464, 4.7273], [4.8922, -3.2425, 4.6875], [4.3082, -0.8554, 4.3471]],
  "homo_ev": [-11.10, -11.10],
  "total_charge": 1,
  "lumo_ev": [-2.7, -2.7],
  "orbital_gap_ev": [8.422, 8.421]
}

3.
{
  "formula": "C43H36BrCaClN4O",
  "method": "wB97M-V/def2-TZVPD",
  "symbols": ["Ca", "Cl", "C", "C", "C", "C", "O", "C", "C", "N", "C", "C", "C", "C", "C", "C", "C", "C", "N", "C", "C", "H", "H", "H", "H", "H", "H", "H", "H", "H", "H", "C", "C", "C", "C", "C", "C", "C", "C", "C", "C", "H", "H", "H", "H", "H", "H", "H", "H", "H", "H", "H", "H", "H", "H", "Br", "C", "C", "C", "C", "C", "C", "C", "C", "C", "C", "H", "H", "H", "H", "H", "H", "N", "C", "N", "C", "C", "C", "C", "C", "C", "H", "H", "H", "H", "H", "H"],
  "coordinates": [[-0.4123, -0.0453, 0.6440], [-7.6107, 3.0289, 1.3056], [-6.0157, 2.5137, 0.8158], [-5.6071, 2.7493, -0.4942], [-4.3214, 2.3401, -0.8428], [-3.4937, 1.7187, 0.0638], [-2.1758, 1.3462, -0.3209], [-3.9010, 1.4208, 1.3952], [-3.1911, 0.7303, 2.3995], [-1.9714, 0.1894, 2.3038], [-1.4750, -0.5061, 3.4154], [-2.2979, -1.1903, 4.3212], [-1.7498, -1.8787, 5.3933], [-0.3804, -1.8958, 5.5936], [0.4834, -1.2340, 4.7075], [1.9000, -1.2248, 4.8830], [2.6797, -0.4969, 3.9807], [2.0863, 0.1187, 2.9079], [0.7451, 0.0837, 2.6450], [-0.0641, -0.5442, 3.5882], [-5.2104, 1.8865, 1.7252], [-6.2551, 3.2353, -1.2069], [-3.9805, 2.5262, -1.8520], [-3.7083, 0.6817, 3.3557], [-3.3682, -1.2101, 4.1630], [-2.4022, -2.4108, 6.0754], [0.0446, -2.4230, 6.4399], [2.3364, -1.7316, 5.7334], [3.7532, -0.4187, 4.1093], [2.7008, 0.6465, 2.1856], [-5.5761, 1.7147, 2.7290], [4.3894, -0.5641, 0.0958], [3.9248, -1.8922, -0.5078], [4.0731, -1.8771, -2.0242], [2.5298, -2.2516, -0.0294], [2.3514, -2.6361, 1.3016], [1.1161, -3.0239, 1.7845], [-0.0020, -3.0752, 0.9485], [-1.3218, -3.5652, 1.4826], [0.1663, -2.6803, -0.3788], [1.4126, -2.2588, -0.8569], [3.7504, 0.2537, -0.2468], [5.4143, -0.3449, -0.2106], [4.3502, -0.5927, 1.1847], [4.5847, -2.6731, -0.1145], [3.5034, -1.0586, -2.4699], [3.7389, -2.8146, -2.4717], [5.1190, -1.7254, -2.2946], [3.1999, -2.6327, 1.9752], [1.0159, -3.3004, 2.8274], [-1.1656, -4.4216, 2.1389], [-1.9929, -3.8628, 0.6780], [-1.8150, -2.7962, 2.0844], [-0.6695, -2.7572, -1.0666], [1.5086, -1.9966, -1.9039], [-3.2281, -1.3766, -0.7036], [-2.5279, -0.8076, -2.3748], [-2.5769, -1.7400, -3.3722], [-2.1181, -1.4420, -4.6691], [-1.6318, -0.2023, -4.9440], [-1.5601, 0.7894, -3.9355], [-1.0530, 2.0712, -4.2569], [-0.9370, 3.0403, -3.3074], [-1.3292, 2.7648, -1.9881], [-1.8396, 1.5455, -1.6464], [-1.9914, 0.4977, -2.6050], [-2.9888, -2.7175, -3.1620], [-2.1726, -2.2040, -5.4348], [-1.2900, 0.0553, -5.9387], [-0.7452, 2.2555, -5.2787], [-0.5371, 4.0146, -3.5545], [-1.2543, 3.5141, -1.2107], [2.6908, 3.1771, 0.0909], [1.6816, 2.4402, 0.6136], [1.1717, 1.5994, -0.2484], [1.8901, 1.7879, -1.4239], [1.7756, 1.1561, -2.6585], [2.6478, 1.5387, -3.6569], [3.6161, 2.5319, -3.4425], [3.7386, 3.1717, -2.2243], [2.8564, 2.7789, -1.2245], [3.2284, 3.8597, 0.5956], [1.3591, 2.5308, 1.6411], [1.0237, 0.3945, -2.8272], [2.5882, 1.0662, -4.6288], [4.2821, 2.8004, -4.2516], [4.4874, 3.9353, -2.0612]],
  "homo_ev": [-4.63, -4.22],
  "lumo_ev": [-0.4, -0.4],
  "orbital_gap_ev": [4.264, 3.853]
}

4.
{
  "formula": "C43H36IrN7O4Sb",
  "method": "wB97M-V/def2-TZVPD",
  "symbols": ["Ir", "C", "C", "C", "C", "C", "N", "C", "C", "C", "C", "C", "C", "C", "N", "C", "C", "C", "N", "C", "C", "N", "C", "C", "C", "N", "H", "H", "H", "H", "H", "H", "H", "H", "H", "H", "H", "H", "H", "H", "H", "H", "H", "H", "O", "C", "O", "C", "C", "N", "N", "C", "C", "O", "O", "H", "H", "H", "C", "C", "C", "C", "C", "C", "Sb", "C", "C", "C", "C", "C", "C", "C", "C", "C", "C", "C", "C", "H", "H", "H", "H", "H", "H", "H", "H", "H", "H", "H", "H", "H", "H", "H"],
  "coordinates": [[-0.7333, 0.4233, 0.7725], [3.4811, 2.3985, -4.1881], [2.2970, 2.2161, -3.2794], [1.0293, 1.9786, -3.7967], [-0.0724, 1.8145, -2.9720], [0.0562, 1.8990, -1.5891], [-0.9834, 1.8227, -0.6611], [-2.1205, 2.6091, -0.8392], [-2.0904, 3.6842, -1.7479], [-3.1905, 4.4698, -2.0144], [-4.3987, 4.2805, -1.3512], [-5.5909, 5.1620, -1.6043], [-4.4202, 3.2981, -0.3813], [-3.3242, 2.4758, -0.1277], [-3.4293, 1.5969, 0.9992], [-4.5343, 1.2338, 1.6693], [-4.1506, 0.7587, 2.9091], [-2.7659, 0.8605, 2.9176], [-2.3270, 1.3724, 1.7612], [1.3361, 2.1360, -1.0696], [2.4402, 2.2683, -1.8959], [1.4950, 2.3486, 0.3429], [2.4360, 3.1304, 0.9115], [2.2589, 3.1143, 2.2728], [1.1520, 2.2897, 2.4733], [0.6829, 1.8422, 1.3172], [3.1772, 2.8145, -5.1480], [3.9765, 1.4491, -4.3878], [4.2197, 3.0685, -3.7483], [0.8930, 1.9419, -4.8710], [-1.0578, 1.6925, -3.4066], [-1.1671, 3.8993, -2.2652], [-3.0976, 5.2689, -2.7404], [-5.5892, 5.5368, -2.6270], [-5.5892, 6.0263, -0.9372], [-6.5249, 4.6236, -1.4458], [-5.3079, 3.1867, 0.2277], [-5.5115, 1.3516, 1.2348], [-4.7875, 0.3780, 3.6875], [-2.0611, 0.5551, 3.6729], [3.4234, 2.4277, -1.4700], [3.1431, 3.6649, 0.3021], [2.8328, 3.6436, 3.0121], [0.6418, 2.0229, 3.3846], [-4.4916, -4.0463, 1.4835], [-4.5302, -3.5933, 0.2403], [-5.2509, -4.0533, -0.6034], [-3.6230, -2.4539, -0.0945], [-3.5608, -1.8515, -1.3355], [-2.6162, -0.8949, -1.2751], [-2.0711, -0.8540, -0.0603], [-2.6591, -1.7791, 0.6720], [-2.0399, -1.9532, 2.0238], [-2.5181, -2.7348, 2.8288], [-0.9850, -1.2243, 2.1972], [-3.8125, -3.5978, 2.0494], [-4.1144, -2.0628, -2.2351], [-2.3087, -0.2428, -1.9819], [2.8050, -2.1592, 5.1086], [2.1106, -3.1146, 4.3805], [1.6964, -2.8386, 3.0858], [1.9734, -1.6002, 2.5117], [2.6714, -0.6460, 3.2448], [3.0883, -0.9262, 4.5389], [1.2817, -1.2635, 0.5480], [1.0493, -3.2441, -0.1653], [-0.1740, -3.8555, -0.4128], [-0.2305, -5.1731, -0.8484], [0.9404, -5.8908, -1.0343], [2.1671, -5.2886, -0.7871], [2.2245, -3.9716, -0.3571], [3.0882, -0.8937, -0.4979], [4.2894, -0.6696, 0.1683], [5.4741, -0.5423, -0.5471], [5.4670, -0.6745, -1.9277], [4.2739, -0.9227, -2.5935], [3.0852, -1.0084, -1.8851], [3.1284, -2.3761, 6.1181], [1.8862, -4.0773, 4.8205], [1.1492, -3.5930, 2.5334], [2.9176, 0.3150, 2.8111], [3.6386, -0.1817, 5.0999], [-1.1013, -3.3205, -0.2737], [-1.1919, -5.6337, -1.0362], [0.8987, -6.9185, -1.3701], [3.0845, -5.8447, -0.9285], [3.1922, -3.5206, -0.1738], [4.3174, -0.6167, 1.2495], [6.4047, -0.3698, -0.0221], [6.3929, -0.6036, -2.4838], [4.2727, -1.0577, -3.6663], [2.1632, -1.2118, -2.4209]],
  "homo_ev": -9.87,
  "total_charge": 1,
  "lumo_ev": -2.7,
  "orbital_gap_ev": 7.153
}

5.
{
  "formula": "C43H36N3",
  "method": "wB97M-V/def2-TZVPD",
  "symbols": ["C", "C", "C", "C", "N", "C", "C", "C", "C", "C", "C", "C", "C", "C", "C", "C", "C", "C", "C", "C", "N", "C", "C", "C", "C", "C", "C", "C", "C", "C", "C", "C", "C", "C", "C", "C", "C", "C", "C", "H", "H", "H", "H", "H", "H", "H", "H", "H", "H", "H", "H", "H", "H", "H", "H", "H", "H", "H", "H", "H", "H", "H", "H", "H", "H", "H", "H", "H", "C", "C", "C", "C", "N", "C", "C", "H", "H", "H", "H", "H", "H", "H"],
  "coordinates": [[-6.7251, 3.2841, -3.7472], [-7.0798, 3.3033, -2.3929], [-6.5260, 2.3711, -1.5177], [-5.6087, 1.4240, -1.9963], [-5.0684, 0.4811, -1.0709], [-5.6523, -0.8175, -1.0202], [-5.2586, -1.7844, -1.9497], [-5.8400, -3.0529, -1.9135], [-6.7939, -3.3547, -0.9349], [-7.1860, -2.3817, -0.0094], [-6.6221, -1.1053, -0.0561], [-3.7852, 0.6544, -0.5167], [-3.6421, 0.6179, 0.8840], [-2.4052, 0.8230, 1.4573], [-1.2340, 0.9071, 0.6516], [0.0243, 0.9585, 1.2909], [1.2604, 0.7687, 0.6187], [2.3987, 1.5356, 0.9973], [3.6077, 1.3713, 0.3518], [3.7617, 0.3300, -0.5913], [5.0110, 0.0638, -1.1347], [5.3153, -1.2194, -1.6820], [5.1139, -1.4687, -3.0406], [5.3363, -2.7549, -3.5404], [5.8211, -3.7599, -2.6968], [6.1184, -3.4730, -1.3596], [5.8606, -2.2028, -0.8459], [5.9169, 1.1248, -1.4117], [7.0061, 1.3396, -0.5624], [7.9103, 2.3615, -0.8544], [7.7418, 3.1362, -2.0079], [6.6699, 2.8896, -2.8739], [5.7455, 1.8899, -2.5703], [2.6577, -0.4632, -0.9563], [1.4139, -0.2064, -0.4126], [-1.4018, 0.9364, -0.7713], [-2.6628, 0.8270, -1.3371], [-5.2938, 1.3662, -3.3525], [-5.8485, 2.3066, -4.2288], [-7.1418, 4.0267, -4.4297], [-7.7854, 4.0423, -2.0126], [-6.7906, 2.3449, -0.4585], [-4.5023, -1.5186, -2.6921], [-5.5377, -3.7977, -2.6497], [-7.2325, -4.3531, -0.8959], [-7.9299, -2.6088, 0.7542], [-6.9110, -0.3177, 0.6424], [-4.5298, 0.4501, 1.4945], [-2.2821, 0.8792, 2.5394], [0.0459, 1.1724, 2.3554], [2.2730, 2.2870, 1.7796], [4.4610, 2.0120, 0.5809], [4.7680, -0.6559, -3.6832], [5.1253, -2.9607, -4.5898], [5.9800, -4.7669, -3.0865], [6.5457, -4.2365, -0.7091], [6.0770, -1.9452, 0.1935], [7.1143, 0.7042, 0.3196], [8.7420, 2.5466, -0.1740], [8.4493, 3.9354, -2.2351], [6.5412, 3.4729, -3.7863], [4.8925, 1.6780, -3.2202], [2.7933, -1.2523, -1.6970], [0.5505, -0.7777, -0.7540], [-0.5351, 1.0451, -1.4233], [-2.7968, 0.8288, -2.4202], [-4.6214, 0.5827, -3.7086], [-5.5879, 2.2656, -5.2866], [-0.0161, -2.0997, 7.8603], [-0.0224, -1.2905, 6.5928], [0.5946, -0.0363, 6.5521], [0.5744, 0.6919, 5.3543], [-0.0146, 0.2427, 4.2371], [-0.6039, -0.9557, 4.2751], [-0.6364, -1.7567, 5.4260], [-0.5331, -3.0523, 7.7154], [1.0064, -2.3171, 8.1956], [-0.5120, -1.5669, 8.6821], [1.0887, 0.3838, 7.4289], [1.0535, 1.6709, 5.2992], [-1.0730, -1.3004, 3.3507], [-1.1378, -2.7239, 5.3878]],
  "homo_ev": -10.44,
  "total_charge": 1,
  "lumo_ev": -4.4,
  "orbital_gap_ev": 6.029
}

The following total energy values (in eV) correspond, in order, to the records above: -66796.818; -128682.335; -154189.626; -73168.385; -49638.967.